No. 1
ORCA calculation (wB97M-V/def2-TZVPD) on 15 unconnected molecules or ions with the total composition C56H155N13O15 in a non-equilibrium geometry.

Geometry as XYZ:
```
239
Properties=species:S:1:pos:R:3
C -4.21 4.08 -4.24
C -5.46 3.24 -4.44
C -5.32 1.72 -4.01
O -4.42 1.04 -4.90
C -4.51 -0.40 -4.75
N -6.45 3.81 -3.64
H -4.47 5.11 -4.50
H -3.47 3.81 -4.99
H -3.79 3.94 -3.25
H -5.79 3.36 -5.47
H -6.33 1.31 -4.03
H -5.00 1.59 -2.98
H -5.37 -0.89 -5.20
H -4.57 -0.80 -3.73
H -3.71 -0.99 -5.19
H -7.30 3.27 -3.73
H -6.20 3.83 -2.66
C 4.19 -1.46 4.46
C 3.26 -2.18 5.49
C 1.79 -2.00 5.07
O 0.83 -2.45 6.02
C -0.50 -2.46 5.66
N 3.64 -3.55 5.44
H 4.16 -1.88 3.46
H 5.23 -1.47 4.78
H 3.88 -0.44 4.22
H 3.38 -1.76 6.49
H 1.69 -2.47 4.09
H 1.59 -0.94 4.97
H -1.20 -2.65 6.48
H -0.66 -3.24 4.91
H -0.81 -1.48 5.29
H 4.45 -3.67 6.03
H 2.89 -4.16 5.72
C 1.30 -1.05 -2.80
C 1.72 -1.38 -4.17
C 2.90 -0.43 -4.65
O 2.57 0.89 -4.19
C 3.60 1.79 -4.53
N 2.06 -2.85 -4.40
H 1.00 0.00 -2.74
H 1.97 -1.44 -2.04
H 0.40 -1.63 -2.61
H 0.79 -1.14 -4.68
H 2.90 -0.61 -5.72
H 3.85 -0.80 -4.25
H 3.66 1.69 -5.62
H 4.53 1.61 -3.99
H 3.38 2.83 -4.29
H 1.18 -3.26 -4.13
H 2.11 -3.08 -5.38
C -3.00 6.81 -0.09
C -1.69 6.03 -0.23
C -0.82 6.17 -1.49
O 0.36 5.46 -1.47
C 1.44 6.20 -1.09
N -0.98 6.52 0.90
H -3.54 6.64 0.85
H -3.77 6.40 -0.75
H -2.93 7.90 -0.14
H -1.94 4.97 -0.12
H -0.70 7.24 -1.65
H -1.34 5.89 -2.41
H 1.46 7.19 -1.54
H 2.36 5.63 -1.26
H 1.42 6.46 -0.03
H -0.06 6.24 0.59
H -1.18 5.85 1.63
C -8.64 -5.76 2.47
C -8.06 -4.33 2.65
C -6.46 -4.41 2.86
O -5.74 -4.79 1.73
C -4.29 -4.95 1.88
N -8.31 -3.55 1.41
H -9.71 -5.55 2.38
H -8.53 -6.34 3.38
H -8.22 -6.43 1.73
H -8.54 -3.77 3.45
H -6.22 -5.04 3.71
H -6.18 -3.39 3.14
H -3.92 -4.29 2.66
H -3.67 -4.78 1.00
H -4.08 -5.89 2.39
H -7.79 -4.06 0.71
H -9.27 -3.66 1.14
C -5.76 4.42 2.07
C -4.95 3.71 1.02
C -4.63 2.20 1.28
O -4.18 2.02 2.64
C -4.24 0.70 3.06
N -5.69 3.93 -0.25
H -6.78 4.60 1.76
H -5.37 5.43 2.23
H -5.67 3.92 3.04
H -3.99 4.21 0.99
H -3.93 1.91 0.49
H -5.50 1.60 1.05
H -5.27 0.54 3.37
H -3.62 0.41 3.91
H -4.09 -0.02 2.26
H -6.58 3.47 -0.11
H -6.02 4.88 -0.35
C 0.50 1.89 0.37
C 0.59 0.87 1.59
C -0.60 -0.04 1.67
O -0.78 -0.76 0.52
C -2.11 -0.98 0.28
N 1.83 0.15 1.28
H 1.43 2.27 -0.06
H -0.11 2.73 0.70
H 0.03 1.35 -0.45
H 0.69 1.53 2.45
H -1.47 0.50 2.03
H -0.60 -0.81 2.44
H -2.34 -1.66 -0.54
H -2.74 -0.09 0.24
H -2.63 -1.48 1.10
H 1.62 -0.25 0.38
H 2.59 0.80 1.10
C 1.65 -5.86 3.45
C 2.76 -5.81 2.38
C 2.57 -4.68 1.37
O 1.24 -4.72 0.90
C 0.97 -3.54 0.03
N 3.94 -5.44 3.12
H 1.56 -4.91 3.97
H 1.76 -6.73 4.11
H 0.75 -6.04 2.87
H 2.78 -6.71 1.77
H 3.37 -4.86 0.65
H 2.71 -3.68 1.77
H -0.02 -3.55 -0.43
H 1.71 -3.48 -0.77
H 1.09 -2.65 0.65
H 3.69 -4.64 3.68
H 4.49 -5.05 2.37
C -0.29 3.09 -4.82
C 0.39 4.36 -5.20
C -0.43 5.55 -5.81
O -0.87 5.41 -7.11
C -1.64 6.51 -7.61
N 1.39 4.77 -4.23
H -0.97 3.23 -3.99
H 0.50 2.39 -4.53
H -0.94 2.58 -5.53
H 1.00 4.12 -6.08
H 0.30 6.36 -5.88
H -1.18 5.98 -5.15
H -0.99 7.38 -7.67
H -2.54 6.75 -7.04
H -1.87 6.10 -8.59
H 1.75 3.93 -3.79
H 0.96 5.24 -3.45
C -0.38 5.24 4.16
C -0.89 3.99 3.34
C -1.04 2.79 4.32
O 0.24 2.68 4.89
C 0.18 1.69 5.90
N -2.08 4.35 2.62
H 0.43 5.05 4.86
H -1.19 5.59 4.80
H -0.07 5.93 3.38
H -0.14 3.89 2.56
H -1.40 1.92 3.78
H -1.70 3.14 5.12
H 0.10 0.66 5.55
H -0.49 1.92 6.74
H 1.12 1.62 6.45
H -2.64 4.92 3.25
H -2.68 3.58 2.35
C 4.23 -4.88 -2.33
C 5.45 -4.57 -3.28
C 5.95 -5.82 -4.01
O 6.26 -6.86 -2.99
C 6.91 -7.93 -3.63
N 5.06 -3.55 -4.23
H 4.64 -5.53 -1.56
H 3.39 -5.40 -2.80
H 3.94 -4.00 -1.76
H 6.28 -4.23 -2.65
H 6.80 -5.53 -4.62
H 5.22 -6.21 -4.72
H 7.82 -7.54 -4.09
H 6.31 -8.56 -4.29
H 7.28 -8.73 -2.99
H 4.63 -2.79 -3.72
H 4.22 -3.93 -4.65
C 5.86 -2.49 0.36
C 7.07 -2.74 1.15
C 7.91 -1.46 1.67
O 6.97 -0.66 2.42
C 7.59 0.39 3.08
N 6.63 -3.59 2.22
H 5.11 -1.85 0.83
H 5.35 -3.42 0.11
H 6.02 -2.05 -0.62
H 7.76 -3.39 0.61
H 8.31 -0.91 0.82
H 8.77 -1.82 2.23
H 6.86 0.77 3.79
H 7.79 1.20 2.37
H 8.46 0.13 3.67
H 6.53 -2.95 2.99
H 7.43 -4.11 2.56
C 4.66 2.83 -0.64
C 5.26 2.48 0.79
C 4.86 3.60 1.83
O 5.31 3.22 3.22
C 4.80 4.10 4.26
N 4.60 1.21 1.20
H 3.60 2.62 -0.78
H 5.01 2.25 -1.49
H 4.71 3.88 -0.91
H 6.33 2.39 0.63
H 3.80 3.83 1.73
H 5.41 4.50 1.54
H 3.71 4.13 4.18
H 5.21 5.09 4.04
H 5.07 3.80 5.27
H 5.30 0.49 1.10
H 4.34 1.32 2.17
C -3.88 -4.92 -3.70
C -2.95 -4.30 -2.73
O -2.99 -2.92 -2.86
H -3.68 -5.99 -3.84
H -3.80 -4.52 -4.71
H -4.92 -4.71 -3.47
H -1.98 -4.67 -3.06
H -2.99 -4.61 -1.69
H -2.08 -2.71 -3.09
C -5.78 -2.65 -0.67
C -5.95 -1.38 0.21
O -7.33 -1.26 0.20
H -4.74 -2.94 -0.54
H -5.82 -2.48 -1.74
H -6.45 -3.41 -0.28
H -5.54 -0.43 -0.11
H -5.64 -1.64 1.22
H -7.67 -2.06 0.62
```

Output
**Charge**: 0
**Orbital gap**: 8.715 eV
**E_LUMO**: 0.36 eV
**Calculated total energy**: -4066.4959 Eh

These are the Löwdin partial charges, in e, on atoms 1 to 2: -0.0625 -0.4606

---

No. 2
ORCA calculation (wB97M-V/def2-TZVPD) on a molecular structure, C25H36AsClIOP2Pb in a non-equilibrium geometry.

Geometry as XYZ:
```
68
Properties=species:S:1:pos:R:3
C 0.45 -2.90 0.19
I -1.89 -1.27 1.04
H 0.91 -3.52 -0.63
H 1.15 -3.07 1.03
H 0.27 -1.77 0.02
Pb -2.01 -1.98 -4.12
P -1.20 -3.81 0.76
C -0.74 -3.88 2.52
C -3.00 -4.19 0.63
H -3.08 -5.07 1.30
H -1.14 -6.09 0.88
H -3.34 -4.52 -0.37
H -1.08 -5.69 -0.88
H -1.35 -3.13 3.07
H -3.69 -3.43 1.00
C -0.68 -5.45 0.13
H -1.02 -4.91 2.76
H 0.42 -5.55 0.13
H 0.33 -3.66 2.67
P -0.65 0.36 -4.34
C 0.41 1.63 -3.61
C 0.22 -0.58 -5.70
H -3.02 0.42 -5.16
H -1.99 1.76 -5.92
H -2.53 1.81 -4.21
C -2.19 1.14 -5.03
H -0.13 -1.64 -5.83
H 0.11 -0.08 -6.69
H 0.73 2.39 -4.35
H 1.30 1.20 -3.10
H 1.29 -0.71 -5.46
H -0.13 2.12 -2.78
Cl -2.64 -4.31 -4.75
O 0.25 0.25 -0.47
As 0.66 1.19 0.87
C 2.57 1.67 0.70
C 2.95 2.36 -0.46
C 4.30 2.68 -0.61
C 5.22 2.33 0.38
C 4.81 1.65 1.52
C 3.47 1.31 1.70
C -0.43 2.75 0.55
C -1.47 2.74 -0.40
C -2.18 3.92 -0.61
C -1.85 5.07 0.13
C -0.83 5.05 1.08
C -0.11 3.87 1.29
C 0.26 0.53 2.69
C -0.89 1.03 3.30
C -1.34 0.48 4.50
C -0.54 -0.45 5.17
C 0.64 -0.93 4.57
C 1.03 -0.46 3.31
H 2.21 2.62 -1.22
H 4.62 3.20 -1.50
H 6.27 2.59 0.25
H 5.53 1.37 2.28
H 3.14 0.77 2.59
H -1.70 1.81 -0.93
H -2.99 3.95 -1.35
H -2.42 6.00 -0.02
H -0.57 5.93 1.67
H 0.71 3.83 2.02
H -1.46 1.82 2.81
H -2.31 0.78 4.90
H -0.82 -0.81 6.17
H 1.26 -1.66 5.09
H 1.91 -0.86 2.82
```

Output
**Charge**: +3
**Orbital gap (spin up / spin down)**: 2.647 / 4.312 eV
**E_LUMO (spin up / spin down)**: -13.28 / -11.57 eV
**Calculated total energy**: -4917.5007 Eh

These are the Löwdin partial charges, in e, on atoms 1 to 2: -0.2625 0.9978

---

- Look up the calculated total energy of the first one.
  -4066.4959 Eh